No. 1
ORCA calculation (ωB97M-V with the def2-TZVPD basis set) on a gas-phase ion, C3H2NO2S (charge -1) in a non-equilibrium geometry.

Values from the calculation:
Max |F| in hartree/bohr: 0.10750
LUMO level (alpha / beta) in eV: 3.534 / 3.534
Frontier orbital gap (alpha / beta) in eV: 7.4 / 7.4

ORCA input file:
```
! RIJCOSX wB97M-V def2-TZVPD def2/J DEFGRID3
* xyz -1 1
S -3.178 0.438 0.103
O 2.438 -0.010 -0.039
O -0.961 -1.042 0.076
N 0.394 -1.129 -0.214
C 0.440 1.267 -0.370
C 1.221 0.152 -0.121
C -1.544 0.189 0.120
H 0.675 -1.953 0.260
H 0.516 2.087 0.186
*
```

No. 2
ORCA calculation (ωB97M-V with the def2-TZVPD basis set) on 12 unconnected molecules or ions with the total composition C5H32N2O12 in a non-equilibrium geometry.

Values from the calculation:
Max |F| in hartree/bohr: 0.05109
Structure (SMILES): [H]/N=C\NCCCC=O.O.O.O.O.O.O.O.O.O.O.O
LUMO level in eV: -0.506
Frontier orbital gap in eV: 8.3

ORCA input file:
```
! RIJCOSX wB97M-V def2-TZVPD def2/J DEFGRID3
* xyz 0 1
O -1.440 -3.847 -0.267
O 1.238 -0.144 -4.371
O 3.247 -1.319 2.904
O -2.053 2.158 0.002
O 0.006 -3.547 3.053
O 4.719 1.270 0.447
O 0.125 -0.822 1.150
O -2.037 -0.916 -2.684
O -1.495 4.211 3.712
O 1.135 -3.905 -3.682
O -4.848 -0.324 0.963
O -3.984 -2.684 0.148
N 1.360 1.801 0.402
N 0.107 1.974 2.375
C 0.744 1.265 -2.508
C 1.090 2.657 -2.006
C 1.861 2.614 -0.679
C 1.259 0.961 -3.891
C 0.951 2.436 1.546
H 0.171 3.249 -1.790
H 1.310 0.531 -1.909
H 2.860 2.191 -0.893
H 1.711 3.238 -2.694
H 2.710 -1.691 2.209
H 1.661 1.807 -4.481
H -0.315 0.997 -2.517
H 0.951 0.886 0.244
H -0.476 1.187 2.133
H -4.468 -3.359 -0.344
H 1.878 -4.362 -3.288
H -0.995 -3.714 0.583
H 4.495 2.166 0.703
H 3.440 -1.857 3.667
H -0.014 -1.656 1.624
H -1.369 -1.514 -3.055
H 1.376 3.426 1.719
H -0.826 -3.541 3.538
H 0.955 -3.030 -3.341
H -1.594 -4.797 -0.275
H -3.074 -2.990 -0.025
H 2.154 3.644 -0.403
H -2.838 1.792 -0.413
H 0.666 -3.960 3.616
H -2.227 2.986 0.453
H 3.930 0.722 0.506
H -0.724 3.662 3.449
H -4.138 -0.810 0.528
H -5.588 -0.910 1.114
H -1.806 3.535 4.336
H -1.488 -0.690 -1.917
H -0.317 -0.977 0.306
*
```

No. 3
ORCA calculation (ωB97M-V with the def2-TZVPD basis set) on 9 unconnected molecules or ions with the total composition C25H68O9 in a non-equilibrium geometry.

Values from the calculation:
Max |F| in hartree/bohr: 0.02533
Structure (SMILES): CC(C)O.CC(C)O.CC(C)O.CC(C)O.CC(C)O.CC(C)O.CC(C)O.CC(C)O.CO
LUMO level in eV: 0.514
Frontier orbital gap in eV: 10.3

ORCA input file:
```
! RIJCOSX wB97M-V def2-TZVPD def2/J DEFGRID3
* xyz 0 1
O 1.841 3.847 3.877
O -0.129 -5.148 3.535
O 0.023 -0.638 0.502
O 2.331 -0.746 2.198
O 3.260 1.032 -4.726
O -2.165 -1.762 1.876
O -1.511 -5.126 -2.979
O 1.184 -0.698 -5.809
O -4.902 2.541 3.449
C 2.958 2.212 -3.946
C -4.255 -2.964 1.820
C 0.123 -3.321 -3.420
C 3.480 -1.334 1.589
C 1.074 -4.314 1.582
C 0.612 3.846 3.123
C 0.229 1.159 -7.001
C 3.645 -0.872 0.173
C 1.184 -4.892 2.974
C -4.008 -0.814 3.088
C -3.146 3.231 1.922
C -0.118 5.120 3.444
C -3.580 -1.605 1.862
C -0.565 0.308 -0.387
C -1.453 -3.152 -1.487
C -0.657 -4.095 -2.384
C 2.705 1.833 -2.485
C 4.655 -1.002 2.477
C -4.449 3.626 2.560
C 1.896 -3.968 3.938
C -0.027 -0.003 -6.061
C -0.625 0.510 -4.763
C 0.926 3.794 1.644
C -4.321 4.924 3.359
C 3.999 3.285 -4.128
H -0.401 5.228 4.497
H -3.235 2.330 1.329
H -3.501 4.851 4.085
H 2.018 -4.416 4.915
H -3.919 -3.579 0.986
H -0.733 -0.700 -6.519
H 2.340 2.654 -1.863
H 0.743 -3.953 -4.060
H -1.064 5.148 2.885
H 1.825 -0.065 -5.429
H 4.963 2.927 -3.742
H 2.012 -4.357 1.030
H -3.865 -1.022 0.983
H 0.785 0.824 -7.871
H 0.308 -4.873 1.035
H 0.010 2.976 3.422
H -0.628 -5.722 2.944
H 0.071 3.547 1.017
H 4.477 -1.372 -0.333
H -1.954 -2.338 2.626
H -3.648 0.210 2.999
H -3.556 -1.250 3.984
H 4.484 -1.336 3.499
H 2.880 -3.723 3.525
H -1.586 1.015 -4.940
H 3.601 1.425 -1.996
H -4.104 5.772 2.703
H -0.576 -2.810 -4.106
H 3.700 0.214 0.074
H 4.093 3.561 -5.174
H -0.894 -0.157 -1.333
H -0.687 1.679 -7.276
H 4.745 0.096 2.518
H -2.806 4.056 1.274
H -5.222 5.114 3.941
H -5.200 3.799 1.770
H 2.382 3.104 3.575
H 1.998 2.568 -4.346
H 0.419 6.033 3.181
H -2.191 -3.658 -0.872
H 3.753 4.166 -3.533
H -0.698 -1.055 1.032
H 3.401 -2.439 1.600
H 4.143 0.696 -4.525
H 2.767 -1.172 -0.425
H 1.745 -5.845 2.924
H -5.087 -0.743 3.223
H 1.325 -3.036 3.956
H 0.016 1.304 -4.352
H 1.954 1.037 -2.454
H -4.053 -3.497 2.759
H -1.396 0.861 0.059
H 5.617 -1.365 2.112
H -2.338 3.136 2.652
H 0.879 1.862 -6.460
H 1.697 3.040 1.456
H -0.838 -2.532 -0.828
H 1.652 -0.637 1.499
H 0.750 -3.268 1.623
H 0.779 -2.562 -2.989
H 0.033 -4.640 -1.720
H -5.339 -2.868 1.722
H -2.041 -4.732 -3.686
H -0.747 -0.292 -4.043
H -5.862 2.604 3.518
H -1.987 -2.415 -2.121
H 0.193 1.036 -0.699
H 1.383 4.742 1.342
*
```

What is the formula in the third record?
C25H68O9